<1>
ORCA calculation (wB97M-V/def2-TZVPD) on a cluster of 6 separate species, C4H17NO8 in total.

Summary:
- Net charge: 0
- HOMO level: -9.72 eV
- LUMO: 0.04 eV
- SMILES: C[C@@H](C=O)NC(=O)O.O.O.O.O.O
- HOMO-LUMO gap: 9.762 eV

Structure (XYZ):
```
30
Properties=species:S:1:pos:R:3:mulliken_charge:R:1
C -0.091 -1.772 -0.466 -1.45
C -0.426 -0.399 -1.012 0.43
C -1.525 -0.426 -2.069 -0.21
O -1.238 -0.632 -3.220 -0.48
N -0.755 0.549 0.056 -0.10
C -1.798 0.263 0.853 0.55
O -2.734 -0.486 0.717 -0.60
O -1.746 1.104 1.968 -0.59
H -1.036 -2.295 -0.337 0.28
H 0.481 -1.778 0.467 0.37
H 0.549 -2.443 -1.044 0.41
H 0.435 0.016 -1.500 0.37
H -2.555 -0.183 -1.779 0.35
H -0.022 1.084 0.483 0.33
H -2.560 0.940 2.458 0.32
O 0.902 1.518 2.942 -0.56
H -0.010 1.461 2.654 0.36
H 0.856 1.468 3.899 0.28
O 3.959 2.675 -3.185 -0.62
H 4.449 2.628 -2.355 0.31
H 4.005 1.753 -3.468 0.31
O -2.777 -3.886 0.225 -0.66
H -2.105 -4.313 0.772 0.32
H -2.838 -3.020 0.652 0.33
O 1.979 1.610 0.071 -0.62
H 2.291 1.845 0.952 0.23
H 2.564 0.900 -0.173 0.35
O 3.709 -0.395 1.581 -0.60
H 3.433 0.455 1.939 0.27
H 4.132 -0.784 2.356 0.29
```

<2>
ORCA calculation (wB97M-V/def2-TZVPD) on a cluster of 6 separate species, C4H17NO8 in total.

Summary:
- Net charge: 0
- HOMO level: -9.78 eV
- LUMO: 0.34 eV
- SMILES: O=CCCNC(=O)O.O.O.O.O.O
- HOMO-LUMO gap: 10.113 eV

Structure (XYZ):
```
30
Properties=species:S:1:pos:R:3:mulliken_charge:R:1
O 3.022 1.077 3.874 -0.46
C 2.351 0.717 2.944 -0.07
C 2.308 1.413 1.587 -0.25
C 1.225 2.430 1.172 -0.46
N 0.423 1.793 0.092 -0.16
C -0.794 1.242 0.287 0.45
O -1.330 0.544 -0.566 -0.59
O -1.242 1.419 1.536 -0.48
H 1.726 -0.187 3.003 0.33
H 2.251 0.536 0.934 0.11
H 3.275 1.903 1.425 0.35
H 1.580 3.331 0.664 0.36
H 0.577 2.605 2.020 0.24
H 0.763 1.679 -0.849 0.21
H -2.183 1.236 1.741 0.42
O -1.722 -1.048 -2.887 -0.79
H -1.519 -0.150 -2.581 0.37
H -2.032 -1.409 -2.025 0.47
O 1.761 -0.558 -1.437 -0.59
H 1.126 -1.270 -1.663 0.38
H 2.460 -0.879 -2.025 0.30
O -3.479 -0.075 1.142 -0.69
H -3.401 -0.223 0.190 0.33
H -3.074 -0.884 1.483 0.34
O -1.806 -2.419 -0.539 -0.76
H -1.446 -1.594 -0.173 0.35
H -1.056 -2.916 -0.912 0.35
O 0.274 -2.749 -2.506 -0.74
H 0.324 -3.501 -3.099 0.26
H -0.361 -2.060 -2.832 0.45
```

Most favorable structure: <2>. The second most favorable one is 0.0156 hartree above it.

<1>
ORCA calculation (wB97M-V/def2-TZVPD) on a cluster of 2 separate species, C5H7F in total.

Summary:
- Net charge: 0
- HOMO level: -9.24 eV
- LUMO: 0.71 eV
- HOMO-LUMO gap: 9.952 eV

Structure (XYZ):
```
13
Properties=species:S:1:pos:R:3:mulliken_charge:R:1
C -1.389 -0.665 0.093 -0.19
C -0.220 -0.566 0.312 0.26
C -2.822 -0.773 -0.106 -1.25
C 2.310 0.837 -0.153 -0.90
C 1.951 -0.462 0.479 0.25
F 2.361 -1.549 -0.188 -0.22
H -3.351 -0.422 0.781 0.28
H -3.121 -0.170 -0.963 0.28
H -3.084 -1.813 -0.293 0.28
H 3.399 0.938 -0.186 0.33
H 1.933 0.888 -1.172 0.30
H 1.897 1.658 0.426 0.30
H 2.054 -0.596 1.548 0.30
```

<2>
ORCA calculation (wB97M-V/def2-TZVPD) on the molecule C5H7F.

Summary:
- Net charge: 0
- HOMO level: -9.87 eV
- LUMO: 0.74 eV
- SMILES: CC#CCCF
- HOMO-LUMO gap: 10.610 eV

Structure (XYZ):
```
13
Properties=species:S:1:pos:R:3:mulliken_charge:R:1
C 2.503 0.875 -1.710 -0.99
C 1.174 0.408 -1.223 0.27
C 0.459 -0.378 -0.577 0.00
C -0.667 -0.927 0.063 -0.45
C -0.997 0.008 1.079 -0.35
F -2.268 -0.136 1.945 -0.35
H 3.239 1.241 -1.120 0.36
H 2.981 0.055 -2.426 0.22
H 2.389 1.900 -2.271 0.26
H -1.472 -1.321 -0.492 0.35
H -0.275 -1.879 0.638 0.20
H -1.099 1.090 0.549 0.23
H -0.191 0.222 1.823 0.27
```

<3>
ORCA calculation (wB97M-V/def2-TZVPD) on the molecule C5H7F.

Summary:
- Net charge: 0
- HOMO level: -9.17 eV
- LUMO: 1.01 eV
- SMILES: C=C(C)C(=C)F
- HOMO-LUMO gap: 10.180 eV

Structure (XYZ):
```
13
Properties=species:S:1:pos:R:3:mulliken_charge:R:1
C -1.691 -0.693 -0.123 -0.94
C -0.607 0.061 -0.067 0.69
C -0.143 0.976 -1.139 -1.22
C 0.469 -0.568 1.033 0.39
C 1.732 -0.099 1.014 -0.80
F -0.123 -1.240 2.047 -0.25
H -2.356 -0.432 -0.923 0.29
H -1.764 -1.456 0.613 0.32
H 0.663 1.656 -0.817 0.35
H -0.967 1.597 -1.651 0.34
H 0.122 0.264 -1.983 0.27
H 2.411 -0.453 1.790 0.28
H 2.255 0.386 0.207 0.26
```

Most favorable structure: <3>. The second most favorable one is 0.0576 hartree above it.

<1>
ORCA calculation (wB97M-V/def2-TZVPD) on a cluster of 2 separate species, C4H14N3O in total.

Summary:
- Net charge: +1
- HOMO level: -13.39 eV
- LUMO: -8.94 eV
- HOMO-LUMO gap: 4.444 eV

Structure (XYZ):
```
22
Properties=species:S:1:pos:R:3:mulliken_charge:R:1
C 2.153 0.157 0.324 -0.40
C 1.464 -1.082 -0.373 -0.72
C -0.054 -1.102 -0.137 -0.45
N -2.585 -0.651 0.382 -0.33
C -2.109 -0.143 -0.900 -0.41
N -0.613 0.061 -0.795 -0.21
N 2.329 1.416 -0.424 -0.45
H 3.045 -0.219 0.730 0.50
H 1.542 0.253 1.245 0.26
H 1.586 -0.912 -1.447 0.32
H 2.006 -1.928 0.006 0.44
H -0.422 -2.145 -0.550 0.46
H -0.262 -1.207 0.965 0.36
H -2.585 0.830 -1.177 0.32
H -2.365 -0.889 -1.706 0.37
H -0.376 0.787 0.024 0.34
H -3.524 -0.880 0.471 0.22
H 1.504 1.959 -0.619 0.23
H 3.035 2.022 -0.058 0.28
H -2.197 -0.154 1.129 0.20
H -0.414 1.898 1.747 0.27
O -0.401 0.978 1.451 -0.60
```

<2>
ORCA calculation (wB97M-V/def2-TZVPD) on a cluster of 3 separate species, C4H14N3O in total.

Summary:
- Net charge: +1
- HOMO level: -13.23 eV
- LUMO: -8.79 eV
- HOMO-LUMO gap: 4.445 eV

Structure (XYZ):
```
22
Properties=species:S:1:pos:R:3:mulliken_charge:R:1
C -0.406 0.035 2.117 -0.58
C -1.301 0.321 0.902 -0.36
C -0.626 1.101 -0.294 -0.77
N 0.705 -2.112 0.002 -0.31
C 0.586 -0.947 -0.951 -0.38
N 0.681 0.442 -0.784 -0.45
N -0.807 -1.171 2.707 -0.26
H -0.532 0.883 2.809 0.49
H 0.636 0.132 1.769 0.38
H -2.368 0.512 1.183 0.46
H -1.527 -0.629 0.425 0.19
H -0.343 2.072 0.000 0.42
H -1.263 1.175 -1.210 0.44
H -0.530 -1.167 -1.307 -0.24
H 1.581 -2.592 0.167 0.26
H 1.177 -1.336 -1.775 0.55
H -0.600 -1.166 3.714 0.33
H -1.111 -1.416 -1.971 0.42
H 0.078 -2.139 0.801 0.22
H 0.977 1.509 -2.199 0.49
H 1.548 2.132 -3.501 0.33
O 1.001 2.341 -2.713 -0.64
```

Most favorable structure: <1>. The second most favorable one is 0.1257 hartree above it.